The following is a quantum chemistry calculation of the molecule C5H8BN in a non-equilibrium geometry, from the OMol25 dataset.

Each line ends with the natural charge from an NBO analysis.
Cartesian coordinates (Å):
1 B 0.848 1.192 -0.522  0.462
2 C -2.542 -0.661 0.116  -0.401
3 C -1.638 0.121 -0.464  -0.169
4 C -0.509 0.868 0.217  -0.511
5 C 0.671 0.227 0.977  -0.119
6 C 2.388 -0.959 -0.352  -0.228
7 N 1.433 -0.108 -0.079  -0.415
8 H 1.478 2.143 -0.598  -0.041
9 H -3.395 -0.956 -0.523  0.184
10 H -1.736 0.255 -1.549  0.200
11 H -0.975 1.718 0.717  0.227
12 H 0.904 0.210 2.013  0.220
13 H 2.845 -1.688 0.417  0.185
14 H -2.642 -1.240 1.017  0.203
15 H 2.871 -1.123 -1.388  0.202

## Properties
Net charge = 0
Energy relative to the best compared isomer or geometry (same formula, charge and spin) = 88.4 kcal/mol
Molar mass = 92.9 g mol⁻¹
F_max = 3.65 eV/A
Orbital gap (alpha / beta) = 8.39 / 8.39 eV